A cluster of 2 separate species, C2H3N4 in total at a distorted geometry, computed with ωB97M-V/def2-TZVPD.

Output
Energy above the lowest of the compared OMol25 structures with the same formula, charge and spin   79.1 kcal/mol
Lowest unoccupied orbital energy   3.976 eV
Net charge   -1
HOMO energy   -0.1743 Eh
Molecular weight   83.07 u
F_max   5.554 eV/Å
Multiplicity   1

Each line ends with the natural charge from an NBO analysis.
Positions of all 9 atoms, in Å:
C  0.5127  0.0017  0.0092  0.315
C  -1.8236  0.0120  0.0239  -0.603
N  1.2673  -1.0032  0.4792  -0.448
N  1.2504  1.0166  -0.4736  -0.460
N  2.4891  -0.5409  0.2841  -0.183
N  2.4977  0.6405  -0.2594  -0.174
H  -2.1572  -0.9933  0.2798  0.187
H  -1.8516  0.8159  0.6331  0.187
H  -2.1849  0.0509  -0.9763  0.179

Atoms 1-3, force components in eV/Å:
C -2.243 -0.029 -0.418
C 3.907 -3.398 -2.009
N -1.438 0.647 -0.271



An isolated molecule of C17H26N2S2 at a distorted geometry, computed with ωB97M-V/def2-TZVPD.

Output
SMILES string   C#CCSC(C)(C)CNc1ccccc1NCC(C)(C)S
Lowest unoccupied orbital energy   0.659 eV
HOMO energy   -0.2590 Eh
Molecular weight   322.54 u
F_max   4.355 eV/Å
Multiplicity   1

Each line ends with the natural charge from an NBO analysis.
Positions of all 47 atoms, in Å:
C  -2.5094  -2.0680  2.9154  -0.241
C  -1.4503  -2.2539  2.3397  -0.027
C  -0.2119  -2.5867  1.5431  -0.620
S  -0.8340  -2.6629  -0.1681  0.251
C  0.6326  -2.7529  -1.2918  -0.152
C  -0.0208  -2.5943  -2.6576  -0.626
C  1.3706  -4.1463  -1.1692  -0.636
C  1.7370  -1.7033  -1.0974  -0.230
N  1.1483  -0.4086  -0.7563  -0.651
C  1.7467  0.9075  -0.9509  0.128
C  2.6968  1.0852  -1.9970  -0.246
C  3.2469  2.3628  -2.1494  -0.229
C  2.7520  3.4136  -1.3492  -0.227
C  1.8770  3.2576  -0.3309  -0.231
C  1.2772  2.0303  -0.2269  0.129
N  0.2326  1.9022  0.7073  -0.656
C  -1.0343  1.1538  0.5264  -0.239
C  -2.0804  1.9336  1.4191  -0.110
C  -3.5029  1.4710  0.9846  -0.624
C  -1.8107  1.8680  3.0091  -0.616
S  -1.9011  3.6790  0.8510  -0.070
H  -3.3688  -1.7911  3.5248  0.247
H  0.5672  -1.8057  1.7259  0.246
H  0.1151  -3.4999  2.0031  0.243
H  -0.9504  -3.2828  -2.7043  0.216
H  -0.3462  -1.5441  -2.7929  0.235
H  0.5714  -2.9468  -3.4331  0.217
H  2.1691  -4.3604  -1.8928  0.220
H  1.7337  -4.3140  -0.1145  0.213
H  0.6844  -5.0710  -1.3479  0.221
H  2.3197  -1.4783  -2.0029  0.215
H  2.5675  -2.0302  -0.4209  0.181
H  0.4672  -0.3661  -0.0218  0.392
H  3.0489  0.3197  -2.7563  0.213
H  4.0158  2.4916  -2.9116  0.209
H  3.1838  4.3261  -1.5972  0.202
H  1.5313  4.1739  0.1613  0.224
H  0.2946  2.5338  1.5114  0.391
H  -1.3865  1.2342  -0.5653  0.215
H  -0.9607  0.1033  0.8805  0.194
H  -3.8411  0.6285  1.5762  0.214
H  -4.2924  2.1736  0.9768  0.222
H  -3.3056  1.0533  -0.0594  0.214
H  -0.8103  2.1725  3.3241  0.213
H  -2.5677  2.5936  3.5195  0.223
H  -2.0423  0.9370  3.3720  0.217
H  -2.7599  3.8617  -0.1053  0.125

Atoms 1-3, force components in eV/Å:
C 1.288 0.183 -0.277
C -0.893 0.234 0.322
C -1.127 1.295 1.099



A cluster of 13 separate species, C14H29Cl24NO5PS2 in total at a distorted geometry, computed with ωB97M-V/def2-TZVPD.

Output
Lowest unoccupied orbital energy   1.562 eV
Net charge   -1
HOMO energy   -0.2377 Eh
Molecular weight   1237.37 u
F_max   7.180 eV/Å
Multiplicity   1

Each line ends with the Mulliken charge.
Positions of all 76 atoms, in Å:
C  -1.6252  3.9899  2.3524  -0.489
C  -0.5824  2.9603  1.9854  -0.182
S  1.2808  3.2253  2.3200  0.831
O  1.5693  4.5984  2.9811  -0.611
O  1.6284  2.1477  3.4209  -0.662
N  2.2852  2.8431  0.9468  -0.306
S  2.2261  4.0650  -0.2959  0.751
O  1.3743  5.3118  0.0361  -0.545
O  1.6518  3.4256  -1.6185  -0.447
P  4.3052  4.5435  -0.7584  0.501
O  4.9911  5.4409  0.3640  -0.676
H  -1.3705  4.8777  3.0936  0.233
H  -2.7214  3.8659  1.9375  0.220
H  -0.9412  1.9390  1.5090  0.266
H  4.9961  3.2524  -0.8792  0.013
H  4.3757  5.1865  -2.0769  0.100
C  -0.4867  2.1044  -4.1020  -0.075
Cl  0.1473  1.0031  -5.3308  -0.136
Cl  -2.0991  1.6080  -3.5738  -0.082
H  0.1860  2.1022  -3.2410  -0.044
H  -0.5445  3.1114  -4.5224  0.340
C  -5.3512  -0.0895  -4.5198  -0.062
Cl  -6.6618  -1.2607  -4.3313  -0.181
Cl  -5.1274  0.8577  -3.0441  -0.138
H  -4.4252  -0.6247  -4.7430  0.042
H  -5.5941  0.5867  -5.3432  0.337
C  3.1575  -0.5166  -1.0082  -0.422
Cl  1.4118  -0.3484  -1.2297  -0.062
Cl  3.9333  1.0635  -0.8453  -0.115
H  3.3469  -1.1007  -0.1045  0.317
H  3.5782  -1.0318  -1.8753  0.217
C  3.8703  8.5738  0.0223  0.174
Cl  3.6485  9.7632  1.3111  -0.179
Cl  2.4349  8.4735  -1.0047  -0.159
H  4.7260  8.8681  -0.5901  0.032
H  4.0565  7.5945  0.4701  0.124
C  -4.8301  -3.3360  -1.2345  -0.135
Cl  -3.5488  -2.1182  -1.2255  -0.079
Cl  -5.9104  -3.1330  0.1500  -0.183
H  -5.4095  -3.2360  -2.1555  0.210
H  -4.3771  -4.3294  -1.1897  0.182
C  -6.0802  -6.7689  2.0578  -0.243
Cl  -5.2432  -6.8770  0.5045  -0.148
Cl  -5.5750  -8.0686  3.1444  -0.144
H  -5.8475  -5.8072  2.5212  0.236
H  -7.1570  -6.8456  1.8878  0.300
C  -0.9736  -3.4317  -4.1129  -0.395
Cl  -1.5462  -1.7603  -4.1707  0.002
Cl  0.2726  -3.6347  -2.8755  -0.136
H  -1.8155  -4.0884  -3.8810  0.301
H  -0.5549  -3.6983  -5.0865  0.241
C  1.7040  -0.6076  5.2100  0.232
Cl  2.3380  -1.7089  3.9811  -0.173
Cl  0.0916  -1.1041  5.7381  -0.186
H  2.3767  -0.6099  6.0709  0.244
H  1.6462  0.3994  4.7895  -0.049
C  2.8274  -2.5029  -6.0336  -0.372
Cl  2.6056  -1.3135  -4.7448  -0.053
Cl  1.3920  -2.6032  -7.0605  -0.166
H  3.6831  -2.2086  -6.6460  0.342
H  3.0136  -3.4822  -5.5858  0.248
C  5.5400  11.5304  -1.7900  -0.064
Cl  6.8975  10.5470  -1.2287  -0.157
Cl  5.4464  11.5369  -3.5553  -0.164
H  4.6118  11.1192  -1.3860  0.102
H  5.6737  12.5559  -1.4371  0.286
C  -3.7420  -9.3253  6.2314  0.032
Cl  -5.0526  -10.4965  6.4200  -0.184
Cl  -3.5182  -8.3780  7.7071  -0.134
H  -2.8160  -9.8605  6.0083  0.247
H  -3.9849  -8.6491  5.4080  0.028
C  0.1655  -8.1040  5.9520  -0.276
Cl  -0.0563  -6.9146  7.2408  -0.129
Cl  -1.2699  -8.2043  4.9250  -0.124
H  1.0212  -7.8097  5.3396  0.303
H  0.3517  -9.0833  6.3998  0.237

Atoms 1-3, force components in eV/Å:
C 3.372 -2.929 -0.667
C -3.968 2.959 0.561
S 2.748 0.492 5.546